[1]
The following is a quantum chemistry calculation of a structure of composition C18H19F2N4O6PPbSTe, from the Open Molecules 2025 dataset.

Summary:
- Energy above the lowest of the compared OMol25 structures with the same formula, charge and spin: 0.142 eV
- E_tot: -75325.1027 eV
- LUMO level: 4.16 eV
- E_HOMO: -2.114 eV

The geometry in ORCA input format:
```
! RIJCOSX wB97M-V def2-TZVPD def2/J DEFGRID3
* xyz -2 1
Pb -0.109 0.455 0.077
F 0.537 0.749 5.785
C 0.055 0.034 4.733
C 0.231 0.502 3.451
C -0.265 -0.227 2.373
C -0.951 -1.427 2.625
C -1.076 -1.861 3.940
F -1.675 -3.056 4.225
C -0.587 -1.156 5.017
C -1.521 -2.187 1.477
C -2.652 -3.002 1.564
C -3.129 -3.614 0.421
C -2.487 -3.411 -0.791
C -1.388 -2.575 -0.805
N -0.917 -1.994 0.298
H 0.761 1.437 3.303
H -0.694 -1.523 6.027
H -3.159 -3.122 2.507
H -4.018 -4.232 0.473
H -2.841 -3.860 -1.709
H -0.864 -2.331 -1.724
C -3.654 2.781 -0.667
S -3.029 1.922 0.751
O -3.977 2.148 1.824
O -2.914 0.516 0.336
O -1.696 2.502 0.987
H -4.518 2.236 -1.041
H -2.876 2.817 -1.429
H -3.936 3.785 -0.356
N 6.529 1.564 -0.559
C 5.654 1.129 0.071
N 4.756 0.619 0.877
C 3.491 0.546 0.663
N 2.333 0.434 0.570
C 0.982 4.202 -1.007
C 1.108 3.558 -2.371
O 1.175 2.146 -2.169
P 1.073 1.045 -3.368
O 0.852 -0.252 -2.663
Te -0.414 1.725 -5.077
O 2.554 1.123 -4.001
C 3.642 0.745 -3.128
C 4.041 -0.696 -3.357
H 0.926 5.289 -1.114
H 1.845 3.959 -0.384
H 0.081 3.858 -0.494
H 2.016 3.888 -2.885
H 0.256 3.797 -3.010
H 3.357 0.900 -2.087
H 4.465 1.423 -3.354
H 3.204 -1.350 -3.115
H 4.890 -0.950 -2.717
H 4.325 -0.855 -4.399
*
```

---

[2]
The following is a quantum chemistry calculation of a cluster of 8 separate species, C24H36Cl8N4 in total, from the Open Molecules 2025 dataset.

Summary:
- SMILES string: c1cc[nH]c1.c1cc[nH]c1.c1cc[nH]c1.c1cc[nH]c1.ClCCCl.ClCCCl.ClCCCl.ClCCCl
- E_tot: -131610.3558 eV
- LUMO level: 0.26 eV
- E_HOMO: -8.074 eV

The geometry in ORCA input format:
```
! RIJCOSX wB97M-V def2-TZVPD def2/J DEFGRID3
* xyz 0 1
C -5.315 -0.240 -5.074
C -5.557 1.151 -5.340
C -5.068 1.829 -4.266
N -4.641 0.967 -3.275
C -4.766 -0.312 -3.796
H -5.486 -1.070 -5.737
H -5.898 1.571 -6.304
H -5.072 2.894 -4.067
H -4.291 1.188 -2.369
H -4.359 -1.234 -3.231
C 4.536 3.887 -0.922
C 4.112 3.374 -2.184
C 4.269 2.011 -2.160
N 4.791 1.612 -0.937
C 4.886 2.769 -0.193
H 4.615 4.929 -0.688
H 3.798 3.901 -3.090
H 4.180 1.389 -3.005
H 4.704 0.710 -0.561
H 5.378 2.711 0.767
C 5.283 0.197 2.313
C 5.368 -1.198 2.503
C 4.152 -1.679 2.702
N 3.331 -0.634 2.736
C 3.987 0.523 2.444
H 6.118 0.913 2.211
H 6.250 -1.827 2.358
H 3.747 -2.663 2.611
H 2.366 -0.791 2.641
H 3.509 1.470 2.298
C 0.456 -2.390 3.340
C 0.380 -1.767 2.077
C -0.309 -0.580 2.261
N -0.671 -0.459 3.576
C -0.232 -1.555 4.239
H 1.098 -3.195 3.609
H 0.920 -2.149 1.236
H -0.483 0.268 1.629
H -1.044 0.380 4.009
H -0.319 -1.639 5.300
Cl -5.168 -1.062 1.433
C -3.408 -1.179 1.717
C -2.915 -2.660 1.693
Cl -3.024 -3.462 0.080
H -3.125 -0.849 2.683
H -2.896 -0.683 0.896
H -3.566 -3.279 2.335
H -1.856 -2.688 1.953
Cl -2.379 2.684 4.005
C -2.433 3.200 2.321
C -3.772 2.987 1.744
Cl -4.776 4.379 2.196
H -1.636 2.635 1.837
H -2.185 4.240 2.315
H -4.118 1.940 1.831
H -3.664 3.091 0.650
Cl 0.635 -4.118 -1.042
C 1.810 -3.553 -2.176
C 3.030 -3.288 -1.348
Cl 4.102 -2.262 -2.385
H 1.434 -2.541 -2.533
H 1.811 -4.162 -3.028
H 3.610 -4.180 -1.058
H 2.734 -2.729 -0.451
Cl -0.976 2.327 -1.309
C -1.185 0.847 -2.312
C -0.767 -0.436 -1.583
Cl 1.013 -0.369 -1.247
H -0.585 1.080 -3.217
H -2.245 0.784 -2.627
H -0.810 -1.286 -2.327
H -1.417 -0.668 -0.706
*
```

---

no.,gap between HOMO and LUMO (eV)
1,6.27
2,8.34